The following is a DFT calculation (wB97M-V/def2-TZVPD) of a 3-piece molecular cluster, C30H35Br2F3O7S2 overall in a non-equilibrium geometry.

Output
Total charge ... 0
HOMO energy ... -8.941 eV
Kohn-Sham gap ... 7.87 eV
LUMO energy ... -1.069 eV

CARTESIAN COORDINATES (ANGSTROEM)
O (-5.43779, 1.87822, -0.66929)
C (-4.25585, 1.59006, -0.37650)
C (-3.86191, 0.22023, 0.38401)
C (-4.62480, -0.36032, 1.59265)
C (-4.06029, -1.66947, 2.22345)
C (-2.80401, -2.42567, 1.73562)
C (-2.19957, -3.74760, 2.41689)
C (-1.18777, -4.57010, 1.48890)
C (0.36745, -4.27857, 1.74263)
F (0.83224, -5.32268, 2.64206)
Br (0.77716, -2.46398, 2.43108)
C (1.27740, -4.45981, 0.40224)
F (1.20300, -3.28578, -0.40082)
F (2.66523, -4.60498, 0.76072)
Br (0.80590, -6.09765, -0.61908)
C (-2.05123, -1.84966, 0.51205)
C (-2.59007, -0.55500, -0.12350)
C (-1.82488, 0.12712, -1.36790)
O (-1.39839, -0.53448, -2.34913)
C (-1.70646, 1.73148, -1.25557)
C (-0.37353, 2.42364, -1.62298)
C (0.89897, 1.53568, -2.07546)
C (1.32550, 0.67948, -0.76268)
C (2.88167, 0.78424, -0.37866)
C (2.98383, 1.19155, 1.17630)
O (2.20919, 0.32192, 2.05957)
C (-0.33398, 3.98274, -1.49032)
C (-1.59778, 4.75190, -1.01063)
C (-2.94950, 4.04366, -0.63357)
C (-2.98341, 2.50715, -0.75918)
H (-5.54668, 0.19437, 1.96331)
H (-4.60614, -2.08837, 3.13803)
H (-3.07840, -4.44238, 2.65343)
H (-1.75318, -3.43280, 3.42969)
H (-1.35105, -5.68583, 1.74084)
H (-1.41753, -4.48854, 0.36224)
H (-1.10698, -2.30412, 0.03932)
H (0.60013, 0.84274, -2.94963)
H (1.76970, 2.18703, -2.41722)
H (1.00380, -0.41833, -0.92075)
H (0.69484, 1.05383, 0.12375)
H (3.34086, -0.26901, -0.45961)
H (3.43837, 1.55880, -1.00676)
H (2.60950, 2.26303, 1.36067)
H (4.07726, 1.08433, 1.50144)
H (1.40220, 0.79720, 2.36540)
H (0.63907, 4.54438, -1.72099)
H (-1.50463, 5.88128, -0.90515)
H (-3.87412, 4.60595, -0.27282)
O (4.73165, 2.60318, 3.44849)
S (5.31455, 2.13165, 4.68345)
O (4.78714, 2.50434, 5.97639)
C (5.44451, 0.35420, 4.60383)
C (6.80467, 0.10451, 3.96565)
C (7.76337, 1.09517, 4.62994)
C (7.07330, 2.46073, 4.64612)
H (4.61589, -0.05388, 4.02437)
H (5.41334, -0.02858, 5.62631)
H (7.12896, -0.92879, 4.10447)
H (6.75603, 0.30254, 2.88984)
H (7.96660, 0.77283, 5.65632)
H (8.72086, 1.14385, 4.10651)
H (7.35083, 3.04198, 5.52597)
H (7.29123, 3.02982, 3.74074)
O (-2.53411, 1.57725, -5.53133)
S (-3.16295, 0.44563, -6.17253)
O (-2.70297, -0.07590, -7.44040)
C (-3.25436, -0.89275, -4.99685)
C (-4.57839, -0.67230, -4.27751)
C (-5.58592, -0.29913, -5.36685)
C (-4.92460, 0.74915, -6.26360)
H (-2.39314, -0.86195, -4.32969)
H (-3.26268, -1.82996, -5.55808)
H (-4.88832, -1.56259, -3.72639)
H (-4.48419, 0.15260, -3.56322)
H (-5.82969, -1.18835, -5.95747)
H (-6.51918, 0.07785, -4.94232)
H (-5.25384, 0.65870, -7.29926)
H (-5.11192, 1.76134, -5.90100)

The following is a DFT calculation (wB97M-V/def2-TZVPD) of one molecule with the formula C4H5NO in a non-equilibrium geometry.

Output
Total charge ... 0
2S+1 ... 3
HOMO energy (alpha / beta) ... -8.271 / -10.016 eV
Kohn-Sham gap (alpha / beta) ... 9.20 / 8.86 eV
LUMO energy (alpha / beta) ... 0.932 / -1.160 eV
Energy above the lowest of the compared OMol25 structures with the same formula, charge and spin ... 121.4 kJ/mol

CARTESIAN COORDINATES (ANGSTROEM)
C (-0.41057, -0.55313, -0.41649)
C (0.03178, -1.20649, -1.39402)
C (0.06569, 0.93156, 1.39403)
C (-0.83553, 0.26157, 0.42241)
N (-0.45332, 2.02855, 2.14685)
O (-1.65172, 2.29456, 1.97412)
H (0.45244, -0.74131, -2.27632)
H (0.13986, -2.27824, -1.45396)
H (0.67867, 0.20009, 2.08146)
H (0.81490, 1.37982, 0.86984)
H (-1.82740, 0.52658, 0.44166)